Entry 1:
Density functional theory data (ωB97M-V/def2-TZVPD) for a molecular structure, HO5S2.

LUMO energy (alpha / beta) = 3.26 / 3.26 eV
Gap between HOMO and LUMO (alpha / beta) = 8.59 / 8.59 eV
Calculated total energy = -1173.2015 a.u.
E_HOMO (alpha / beta) = -5.328 / -5.327 eV

Structure (ORCA input):
```
! RIJCOSX wB97M-V def2-TZVPD def2/J DEFGRID3
* xyz -1 1
O 0.1904 1.5124 -0.4602
O -0.4335 1.4292 2.2299
O 0.0736 -0.5768 -2.7584
O -0.2392 3.7259 1.3422
O -1.8842 1.3469 -1.6110
S 0.3276 2.3975 1.4067
S -0.8392 0.5521 -1.0192
H 0.9996 -0.3551 -2.8309
*
```

***

Entry 2:
Density functional theory data (ωB97M-V/def2-TZVPD) for 3 unconnected molecules or ions with the total composition CH10N2O2.

LUMO energy = 0.59 eV
Gap between HOMO and LUMO = 10.06 eV
Calculated total energy = -304.0764 a.u.
E_HOMO = -9.470 eV

Structure (ORCA input):
```
! RIJCOSX wB97M-V def2-TZVPD def2/J DEFGRID3
* xyz 0 1
N -1.6305 0.9107 1.3261
C -0.6198 1.2355 0.3469
N 0.1849 0.0794 -0.1021
H -2.4341 0.4802 0.8864
H -1.2727 0.1965 1.9509
H -1.0774 1.6838 -0.5245
H 0.0238 2.0263 0.7624
H 0.9318 -0.0805 0.5579
H 0.6106 0.2932 -0.9929
H 3.7284 -1.1539 -0.9199
H 3.8785 0.3555 -0.9308
O 3.2200 -0.3415 -0.8239
H -2.1789 -2.4134 -1.0001
H -1.4397 -1.2312 -0.3860
O -1.9247 -2.0407 -0.1503
*
```

***

Entry 3:
Density functional theory data (ωB97M-V/def2-TZVPD) for C3H3FO2 in the gas phase.

LUMO energy = 0.83 eV
Gap between HOMO and LUMO = 11.59 eV
Calculated total energy = -366.4265 a.u.
E_HOMO = -10.761 eV

Structure (ORCA input):
```
! RIJCOSX wB97M-V def2-TZVPD def2/J DEFGRID3
* xyz 0 1
C 0.6555 -0.2981 0.4836
C 0.8690 1.1310 0.1068
C -0.8164 -0.0787 0.0938
H 0.7588 -0.6863 1.4684
H 1.0066 1.8514 0.9042
H 1.5101 1.1925 -0.7884
O -0.5324 1.1822 -0.3375
O -1.8117 -0.7015 0.0221
F 1.2477 -1.1920 -0.3518
*
```

***

Entry 4:
Density functional theory data (ωB97M-V/def2-TZVPD) for a molecular structure, C49H50CsGe2N11O2S3Sb.

LUMO energy (alpha / beta) = 3.22 / 3.22 eV
⟨S²⟩ = 0.77
Gap between HOMO and LUMO (alpha / beta) = 3.91 / 6.04 eV
Calculated total energy = -8258.9087 a.u.
E_HOMO (alpha / beta) = -0.685 / -2.821 eV

Structure (ORCA input):
```
! RIJCOSX wB97M-V def2-TZVPD def2/J DEFGRID3
* xyz -2 2
Cs 0.3765 0.6134 1.4175
C -1.0911 -4.5399 0.9880
C -1.2248 -3.2354 1.1865
N -0.2902 -2.5411 1.9992
C 0.9949 -3.2722 2.3948
C 0.9422 -4.7248 2.0696
N -0.0132 -5.3211 1.4777
C 2.3200 -2.5593 2.2632
C 3.3854 -3.0754 2.9549
C 4.6692 -2.4429 2.8683
C 4.6618 -1.2427 2.0942
C 3.5247 -0.7897 1.4783
N 2.3392 -1.4625 1.4966
C 3.5366 0.5336 0.7813
C 4.3751 1.5530 1.2333
N 4.4625 2.7420 0.6387
C 3.6442 2.9417 -0.3835
C 2.7557 1.9604 -0.8017
N 2.7142 0.7532 -0.2557
C 5.8288 -2.9486 3.5025
C 7.0636 -2.2355 3.5729
C 8.1522 -2.7773 4.2083
N 8.1944 -3.9847 4.8084
C 7.0324 -4.6611 4.7463
C 5.8773 -4.2225 4.1449
H -1.7845 -5.0699 0.3506
H -1.9821 -2.6241 0.7141
H 1.8140 -5.3139 2.3461
H 3.2384 -3.9429 3.5858
H 5.5782 -0.6857 1.9625
H 4.9860 1.3979 2.1130
H 3.6510 3.9148 -0.8594
H 2.0615 2.1648 -1.6078
H 7.1558 -1.2444 3.1501
H 9.0727 -2.2003 4.2515
H 7.0364 -5.6409 5.2183
H 5.0129 -4.8737 4.1496
C 1.7761 1.8304 -5.5493
C 0.7901 1.8429 -4.3777
Ge 0.2852 0.0518 -3.8310
C 1.8344 -1.0368 -3.3869
C 2.2903 -1.9544 -4.5244
C -0.8237 -0.7314 -5.2411
C -1.9981 -1.2951 -4.9567
Ge -2.2956 -1.5655 -3.0161
C -1.3213 -3.2061 -2.6033
C -2.0820 -4.5241 -2.7651
C -4.0543 -1.4457 -2.2103
C -5.2095 -2.2817 -2.7614
C -2.9068 -1.8068 -6.0249
C -3.7276 -2.9100 -5.8067
C -4.5547 -3.4060 -6.8067
C -4.5893 -2.7903 -8.0480
C -3.7934 -1.6752 -8.2771
C -2.9652 -1.1902 -7.2759
H 2.0799 2.8415 -5.8290
H 1.3431 1.3635 -6.4379
H 2.6856 1.2771 -5.3019
H -0.1248 2.3841 -4.6246
H 1.2254 2.3490 -3.5139
H 1.5716 -1.6044 -2.4925
H 2.6335 -0.3580 -3.0792
H 1.4887 -2.6239 -4.8467
H 3.1340 -2.5765 -4.2179
H 2.6060 -1.3877 -5.4048
H -0.4936 -0.6778 -6.2810
H -0.9505 -3.1028 -1.5855
H -0.4439 -3.1846 -3.2560
H -2.9922 -4.5435 -2.1593
H -1.4700 -5.3734 -2.4523
H -2.3723 -4.7076 -3.8014
H -4.3027 -0.3824 -2.2279
H -3.8683 -1.6834 -1.1581
H -5.4777 -1.9881 -3.7770
H -6.0981 -2.1579 -2.1378
H -4.9782 -3.3491 -2.7796
H -3.7186 -3.3981 -4.8412
H -5.1768 -4.2700 -6.6085
H -5.2397 -3.1674 -8.8274
H -3.8260 -1.1734 -9.2364
H -2.3680 -0.3043 -7.4543
S -2.8205 4.9946 -0.7004
Sb -1.6444 3.3259 0.2729
S 0.5456 3.8967 0.5642
S -1.1615 0.1431 -2.1434
N -0.6776 -2.8470 4.4109
C -0.0807 -2.8418 3.3053
H -0.0360 -3.1920 5.1237
N -6.7693 -3.9736 8.4048
C -6.3838 -3.4524 7.4548
C -5.9151 -2.7975 6.2527
C -6.8269 -2.4321 5.2706
C -6.3860 -1.8158 4.1137
C -5.0321 -1.5488 3.9411
C -4.1137 -1.8986 4.9318
C -4.5591 -2.5327 6.0749
N -4.5842 -0.9253 2.7693
C -5.2852 -0.0800 1.9246
C -4.3930 0.3168 0.9822
N -3.1622 -0.2691 1.2074
C -3.3090 -0.9800 2.2845
H -7.8793 -2.6419 5.4088
H -7.0912 -1.5537 3.3368
H -3.0643 -1.6660 4.8150
H -3.8503 -2.8106 6.8436
H -6.3012 0.2129 2.1186
H -4.5441 1.0176 0.1769
H -2.5294 -1.5205 2.7945
O -3.1931 0.9285 4.4013
C -1.9806 1.0021 4.5396
C -1.3435 1.7967 5.6833
C 0.1435 1.5334 5.5097
C 0.1913 0.6518 4.2603
O 1.2496 0.2441 3.7757
N -1.0344 0.4102 3.7475
H -1.7579 1.4489 6.6304
H -1.6197 2.8455 5.5681
H 0.6013 0.9927 6.3392
H 0.7406 2.4284 5.3314
*
```

***

In eV, the energy above the lowest of the compared OMol25 structures with the same formula, charge and spin values for the records above are, in order, 1.3554, 0.1745, 0.5882, 0.7485.
In eV Å⁻¹, the largest force on an atom values for the records above are, in order, 2.61, 0.88, 1.66, 2.57.